Computed, not measured: a 2-piece molecular cluster, C4H10OS overall at a distorted geometry, with ωB97M-V/def2-TZVPD.

Results
E_LUMO = 0.712 eV
maximum force = 4.5 eV Å⁻¹
relative energy (zero: lowest compared OMol25 entry of this formula, charge and spin) = 50.93 kcal per mole
E_tot = -17190.617 eV
highest occupied orbital energy = -8.24 eV
SMILES = C=CO.CSC

Each line ends with the natural charge from an NBO analysis.
Positions of all 16 atoms, in Å:
C (2.4657, -1.0683, 0.4373)  -0.530
C (1.6584, -0.1222, 1.0099)  0.140
O (1.3247, 1.0368, 0.4127)  -0.695
H (2.6405, -2.0637, 0.9339)  0.219
H (2.9741, -0.8451, -0.5189)  0.194
H (0.9903, -0.4220, 1.8068)  0.184
H (2.1010, 1.4366, -0.0694)  0.489
C (-1.6202, 1.6809, 0.0300)  -0.725
S (-2.4686, 0.0069, 0.1741)  0.092
C (-1.5001, -1.1777, -0.9210)  -0.719
H (-1.2322, 1.6566, 1.1207)  0.234
H (-0.7337, 1.5396, -0.6270)  0.231
H (-2.2427, 2.4634, -0.3160)  0.217
H (-2.4696, -1.8503, -1.1184)  0.238
H (-0.6401, -1.5486, -0.4418)  0.214
H (-1.2475, -0.7229, -1.9128)  0.215

Forces on the atoms, in the same order (eV/Å):
-0.4 0.6 1.0
0.8 -3.0 -1.7
1.2 1.6 -0.4
-0.2 1.4 -0.6
-0.2 -0.2 0.7
0.1 0.5 0.4
-1.2 -0.9 0.7
2.1 -3.0 2.0
0.6 0.3 -1.1
-4.2 1.0 -1.4
-0.6 1.4 -2.0
-0.7 0.2 0.5
-0.7 0.6 0.1
2.9 0.6 0.4
0.7 -0.9 0.6
-0.2 -0.2 0.9